No. 1
3 unconnected molecules or ions with the total composition C32H48F3N3O8. Source: the OMol25 dataset; level of theory: ωB97M-V/def2-TZVPD.

Positions of all 94 atoms, in Å:
H  8.475865  1.298773  -3.624452
N  8.128596  0.343100  -3.537580
C  7.335372  0.051884  -4.484238
C  6.744731  -1.324204  -4.505781
C  6.943454  1.065887  -5.558618
C  5.576980  1.623912  -5.240900
C  4.416983  1.054130  -5.784886
C  4.438257  -0.107087  -6.755912
C  3.170644  1.554386  -5.470715
C  3.019357  2.628344  -4.598050
C  1.704984  3.101517  -4.325444
C  0.662268  3.679422  -4.374285
C  4.161603  3.178650  -4.030366
C  5.419022  2.700910  -4.359226
C  6.596460  3.384834  -3.729248
O  7.619050  3.597313  -4.325907
C  6.385589  3.813278  -2.315359
C  7.533845  3.706388  -1.349611
F  8.721145  3.868634  -1.956693
F  7.536780  2.459706  -0.817830
F  7.468822  4.582578  -0.347444
C  5.161743  4.243828  -1.996095
O  4.769449  4.674562  -0.772742
C  4.404210  3.578390  0.086583
C  3.443360  4.019771  1.149974
C  3.169100  2.803894  2.065287
O  4.015535  5.093457  1.870480
C  4.091419  4.291950  -3.047904
O  3.264900  5.159225  -3.058332
H  7.028866  -1.831347  -5.425318
H  5.665207  -1.249770  -4.421536
H  7.132201  -1.889344  -3.669426
H  6.965147  0.630336  -6.548617
H  7.707296  1.825269  -5.530776
H  5.401264  -0.583645  -6.793810
H  3.735011  -0.860221  -6.413621
H  4.115689  0.230277  -7.735339
H  2.276763  1.128344  -5.893225
H  -0.328209  4.046705  -4.414784
H  3.897894  2.815662  -0.507721
H  5.272863  3.111217  0.545003
H  2.494071  4.283343  0.680558
H  3.970202  2.080016  1.927020
H  2.255750  2.299286  1.762560
H  3.182128  3.076295  3.112444
H  3.352992  5.382692  2.503240
C  -1.054585  2.601765  2.044644
O  -0.450952  1.451669  1.484229
C  -0.335059  0.355893  2.387619
C  -1.286119  -0.762196  2.014677
N  -2.673291  -0.394681  2.266746
C  -3.662037  -1.318582  1.711657
C  -3.701058  -1.521635  0.199925
O  -4.142142  -0.396564  -0.537711
C  -3.151547  0.570712  -0.830272
H  -0.909713  3.426551  1.347959
H  -2.130437  2.468268  2.197783
H  -0.589764  2.869859  2.998095
H  -0.482211  0.672157  3.424000
H  0.688575  -0.018823  2.295827
H  -1.041314  -1.646603  2.610570
H  -1.105503  -1.006556  0.959625
H  -2.844019  0.525397  1.884349
H  -4.644972  -0.953902  2.019023
H  -3.528307  -2.293531  2.190377
H  -4.438014  -2.304740  0.003800
H  -2.748127  -1.889940  -0.199009
H  -2.168601  0.116914  -0.979016
H  -3.089672  1.331904  -0.047544
H  -3.443956  1.073295  -1.752577
C  -6.162718  -1.957109  4.949294
O  -5.573495  -3.129076  4.419510
C  -5.426165  -4.187864  5.358192
C  -6.373967  -5.329695  5.055662
N  -7.758616  -4.961152  5.321100
C  -8.751845  -5.912844  4.827323
C  -8.821625  -6.182877  3.326663
O  -9.286085  -5.093330  2.552545
C  -8.308697  -4.132359  2.199000
H  -6.035023  -1.165126  4.212840
H  -7.234178  -2.083914  5.138089
H  -5.670361  -1.650137  5.876112
H  -5.556664  -3.827388  6.382362
H  -4.401404  -4.558193  5.262555
H  -6.108877  -6.184888  5.684673
H  -6.212678  -5.619643  4.008929
H  -7.944492  -4.059050  4.904348
H  -9.731310  -5.542679  5.139119
H  -8.597521  -6.866581  5.342425
H  -9.556264  -6.978764  3.179668
H  -7.874131  -6.560653  2.923817
H  -7.325834  -4.586133  2.048886
H  -8.235962  -3.338871  2.947821
H  -8.623926  -3.670848  1.262936

Forces on atoms 1 to 2 (eV/Å):
H 0.04 -0.02 0.00
N 0.04 0.01 0.00

The frontier orbital gap is 7.68 eV. The calculation puts the largest force on an atom at 0.92 eV Å⁻¹. As for the SMILES: [H]/N=C(/C)Cc1c(C)cc(C#C)c2c1C(=O)C(C(F)(F)F)=C(OC[C@@H](C)O)C2=O.COCCNCCOC.COCCNCCOC.

No. 2
10 unconnected molecules or ions with the total composition C32H48F4O28 at a distorted geometry. Source: the OMol25 dataset; level of theory: ωB97M-V/def2-TZVPD.

Positions of all 112 atoms, in Å:
O  5.030694  -0.086594  0.652575
C  4.514179  -0.064431  -0.445069
O  3.588736  -0.892563  -0.841378
C  3.333965  -0.628620  -2.266896
C  4.203957  0.603490  -2.609406
F  3.395878  1.657380  -2.947866
O  4.853728  0.830073  -1.437174
H  3.536014  -1.513481  -2.868968
H  2.246886  -0.365162  -2.352229
H  4.954079  0.569152  -3.370071
O  1.002701  -2.414524  -4.348711
C  0.845540  -3.341328  -3.628881
O  1.404157  -3.471100  -2.343744
C  0.816980  -4.722122  -1.728261
C  -0.230502  -5.101556  -2.785579
F  -1.516803  -4.596841  -2.414982
O  0.074500  -4.407104  -3.987045
H  1.581656  -5.452638  -1.492247
H  0.348457  -4.493065  -0.763084
H  -0.228076  -6.204736  -3.017115
O  -3.748504  2.002526  -4.187735
C  -2.780337  1.302427  -4.345517
O  -1.562307  1.526824  -3.845970
C  -0.726866  0.362220  -4.062487
C  -1.878778  -0.671369  -4.299568
F  -2.368478  -1.049451  -3.066261
O  -2.855665  0.102893  -4.962534
H  -0.082428  0.468440  -4.959146
H  -0.241917  0.161517  -3.062359
H  -1.869463  -1.596124  -4.842538
O  1.189415  5.121373  1.199840
C  1.690191  4.051060  1.274867
O  2.808853  3.677475  0.531583
C  3.050507  2.339499  0.919832
C  2.305822  2.043439  2.221978
F  3.075609  2.397166  3.301426
O  1.249072  3.049707  2.093341
H  2.674725  1.528580  0.219675
H  4.136594  2.228580  1.029772
H  1.800838  1.078096  2.279383
O  -1.619897  2.481165  3.294439
C  -2.043929  3.610822  3.058811
O  -2.169750  4.119637  1.831339
C  -2.372258  5.528048  1.897010
C  -2.767037  5.668330  3.428856
O  -2.392659  4.426691  4.014203
H  -1.439499  6.057777  1.614676
H  -3.164742  5.839969  1.195904
H  -3.784274  5.901108  3.722626
H  -2.237628  6.504267  3.900396
O  -0.555414  -3.653334  3.650885
C  -0.963345  -2.481249  3.751855
O  -2.080425  -2.088605  3.118891
C  -2.310786  -0.685633  3.385976
C  -0.964928  -0.264479  3.968026
O  -0.349785  -1.512937  4.429763
H  -2.569289  -0.251323  2.412266
H  -3.107741  -0.550450  4.103537
H  -1.174165  0.392981  4.791876
H  -0.267249  0.093720  3.240093
O  6.012598  2.410935  -3.784491
C  5.650773  3.519916  -3.516368
O  4.609173  4.159040  -3.892157
C  4.597551  5.420170  -3.344010
C  6.048457  5.599452  -2.902045
O  6.456660  4.271571  -2.775180
H  4.228845  6.116983  -4.144634
H  3.824306  5.437313  -2.596294
H  6.197885  6.114218  -1.924213
H  6.594470  6.087049  -3.726293
O  1.562625  -7.253485  0.104209
C  1.057848  -7.070079  1.182019
O  -0.219754  -6.937359  1.319043
C  -0.538915  -6.582344  2.698264
C  0.795568  -6.675684  3.393224
O  1.708918  -6.972937  2.352726
H  -0.984286  -5.580464  2.769702
H  -1.212785  -7.318032  3.066111
H  0.785617  -7.576984  4.021601
H  1.110865  -5.791608  3.915083
C  -6.608533  1.613636  1.717197
O  -5.796001  0.517568  1.294930
C  -4.755177  0.814508  0.367722
C  -4.400490  -0.443026  -0.348364
O  -3.817125  -1.291444  0.621522
C  -3.573084  -2.653013  0.303617
H  -7.474526  1.245929  2.316647
H  -6.961608  2.161247  0.845406
H  -6.013744  2.222112  2.396782
H  -3.862852  1.215376  0.870001
H  -5.106237  1.569393  -0.337355
H  -3.637233  -0.157536  -1.078253
H  -5.234106  -0.929871  -0.896665
H  -3.216794  -3.119823  1.230607
H  -2.867844  -2.842360  -0.527735
H  -4.516244  -3.154097  0.125378
C  -0.102662  2.349218  -0.954961
O  0.415339  1.116518  -0.691234
C  -0.266273  0.294122  0.250927
C  0.387339  -1.116866  0.446635
O  1.520042  -1.160889  1.336278
C  1.926351  -2.439168  1.762279
H  -0.984361  2.253075  -1.573939
H  0.639441  2.851738  -1.564477
H  -0.240128  2.919999  -0.026016
H  -1.258686  0.111378  -0.156310
H  -0.353214  0.875702  1.140494
H  0.829281  -1.340766  -0.577891
H  -0.325119  -1.870405  0.692238
H  1.754706  -2.465137  2.826490
H  2.987110  -2.516419  1.501151
H  1.337205  -3.173982  1.217719

Forces on atoms 1 to 2 (eV/Å):
O -0.74 0.35 -1.74
C 1.70 0.65 1.94

The frontier orbital gap is 10.07 eV. The calculation puts the largest force on an atom at 4.08 eV Å⁻¹. As for the SMILES: O=C1OC[C@@H](F)O1.O=C1OC[C@@H](F)O1.O=C1OC[C@@H](F)O1.O=C1OC[C@@H](F)O1.O=C1OCCO1.O=C1OCCO1.O=C1OCCO1.O=C1OCCO1.COCCOC.COCCOC.